Record 1
Density functional theory data (ωB97M-V/def2-TZVPD) for a cluster of 7 separate species, H14O7 in total at a distorted geometry.

Atoms and positions in Å:
O (-2.3327, 1.3451, -1.3353)
H (-2.2457, 2.0391, -0.6683)
H (-1.8107, 0.5941, -1.0263)
O (1.8253, -1.6329, 1.2747)
H (2.4473, -1.1449, 0.7227)
H (2.0873, -1.3589, 2.1787)
O (0.7613, 2.1931, 0.4667)
H (1.3953, 1.7661, 1.0807)
H (1.2283, 2.7761, -0.1403)
O (-1.6327, 3.4491, 0.3427)
H (-0.8677, 2.9131, 0.5367)
H (-1.4357, 4.3891, 0.5127)
O (-1.3177, -1.6819, -2.2603)
H (-1.1067, -1.3149, -1.3783)
H (-1.2557, -0.9309, -2.8663)
O (-0.7017, -0.5609, 0.3147)
H (-0.1617, -1.1749, 0.7777)
H (-0.3947, 0.2821, 0.5927)
O (2.1163, -4.1849, 0.4477)
H (1.5643, -4.5069, -0.2373)
H (1.8373, -3.2559, 0.6647)

Values from the calculation:
Energy above the lowest of the compared OMol25 structures with the same formula, charge and spin ... 41.0 kcal per mole
Highest occupied orbital energy ... -10.467 eV
Maximum force ... 0.0372 Eh/bohr
SMILES ... O.O.O.O.O.O.O

=====

Record 2
Density functional theory data (ωB97M-V/def2-TZVPD) for a cluster of 7 separate species, H14O7 in total.

Atoms and positions in Å:
O (-3.9948, -1.1894, 0.4999)
H (-4.3296, -2.0459, 0.7657)
H (-3.0643, -1.3373, 0.3311)
O (1.6664, -0.9633, 1.5181)
H (2.5020, -1.4266, 1.4592)
H (1.1916, -1.4128, 2.2173)
O (-1.9012, 0.8741, -2.4710)
H (-2.7407, 0.4197, -2.5411)
H (-1.6815, 0.8301, -1.5403)
O (1.3777, -0.6622, -1.3510)
H (1.7102, -0.7794, -0.4610)
H (1.8789, -1.2843, -1.8783)
O (-0.0526, 1.2355, 3.6553)
H (0.6882, 0.9560, 3.1174)
H (-0.2680, 2.1100, 3.3313)
O (2.8597, 1.5817, -2.3518)
H (2.0475, 1.2527, -1.9665)
H (3.3737, 0.7954, -2.5357)
O (-0.7849, 0.2076, 0.0504)
H (0.0032, -0.1549, -0.3543)
H (-0.4814, 0.9931, 0.5055)

Values from the calculation:
Energy above the lowest of the compared OMol25 structures with the same formula, charge and spin ... 41.2 kcal per mole
Highest occupied orbital energy ... -10.584 eV
Maximum force ... 0.0139 Eh/bohr
SMILES ... O.O.O.O.O.O.O

=====

Record 3
Density functional theory data (ωB97M-V/def2-TZVPD) for a cluster of 7 separate species, H14O7 in total.

Atoms and positions in Å:
O (-1.8309, -0.4478, 0.7876)
H (-2.5388, -0.1990, 0.1798)
H (-2.0649, -0.0257, 1.6260)
O (-0.3405, -3.0359, 0.8661)
H (-1.2288, -2.7413, 0.6423)
H (-0.0043, -2.3290, 1.4250)
O (-1.8953, -0.9833, -3.2455)
H (-1.4938, -0.4436, -2.5540)
H (-2.1549, -0.3577, -3.9289)
O (2.5908, 2.0933, -2.2443)
H (2.6249, 2.9971, -2.5706)
H (1.6527, 1.8584, -2.2285)
O (-0.5542, 0.8699, 3.0457)
H (-0.0201, 0.5230, 2.3189)
H (-0.0590, 1.6083, 3.4113)
O (1.7746, 0.0390, 1.3601)
H (2.5264, -0.4655, 1.0224)
H (2.1173, 0.4333, 2.1710)
O (0.3225, 0.2776, -1.0884)
H (1.0395, 0.2420, -0.4431)
H (-0.4633, 0.0870, -0.5529)

Values from the calculation:
Energy above the lowest of the compared OMol25 structures with the same formula, charge and spin ... 35.8 kcal per mole
Highest occupied orbital energy ... -10.924 eV
Maximum force ... 0.0092 Eh/bohr
SMILES ... O.O.O.O.O.O.O

=====

Record 4
Density functional theory data (ωB97M-V/def2-TZVPD) for a cluster of 7 separate species, H14O7 in total at a distorted geometry.

Atoms and positions in Å:
O (-0.5960, 0.8105, -0.6300)
H (-0.9396, 0.1160, -0.0568)
H (0.2193, 1.0893, -0.1979)
O (-3.1767, 1.3931, 0.6205)
H (-3.9084, 0.8830, 0.2554)
H (-2.4297, 0.7846, 0.5927)
O (-2.7348, 1.1561, -1.7930)
H (-1.8718, 0.7274, -1.7694)
H (-2.8742, 1.3512, -2.7266)
O (0.6247, -2.3431, 2.7295)
H (1.0192, -2.3955, 3.6073)
H (0.2259, -3.2109, 2.5995)
O (1.1994, -2.3320, -2.8614)
H (0.7761, -1.8004, -3.5449)
H (1.1394, -1.7864, -2.0691)
O (3.7014, -0.2466, 0.3724)
H (3.6801, -1.1171, -0.0410)
H (4.5621, -0.2135, 0.8050)
O (0.1057, 2.2644, 1.2392)
H (0.9264, 1.7590, 1.2395)
H (0.3514, 3.1109, 1.6293)

Values from the calculation:
Energy above the lowest of the compared OMol25 structures with the same formula, charge and spin ... 70.7 kcal per mole
Highest occupied orbital energy ... -9.911 eV
Maximum force ... 0.0333 Eh/bohr
SMILES ... O.O.O.O.O.O.O

=====

Record 5
Density functional theory data (ωB97M-V/def2-TZVPD) for a cluster of 7 separate species, H14O7 in total.

Atoms and positions in Å:
O (5.1007, -10.4159, -8.0209)
H (4.2267, -10.7862, -8.1445)
H (5.0577, -9.9778, -7.1709)
O (15.7466, -10.8368, -6.0038)
H (15.9580, -11.3116, -5.2000)
H (14.7906, -10.7891, -6.0099)
O (9.9169, -17.0613, -9.9290)
H (10.5111, -17.7523, -9.6363)
H (10.2827, -16.2577, -9.5594)
O (8.9416, -12.5853, -6.7368)
H (9.6883, -12.1376, -6.3391)
H (8.3246, -11.8839, -6.9456)
O (11.6511, -9.5104, -4.7469)
H (11.4244, -9.8014, -3.8637)
H (12.1860, -8.7281, -4.6120)
O (5.4855, -9.2481, -3.5560)
H (6.3877, -9.5274, -3.4001)
H (5.1271, -9.0952, -2.6817)
O (6.3989, -15.6924, -4.8047)
H (5.9946, -15.1688, -4.1128)
H (7.1706, -15.1900, -5.0660)

Values from the calculation:
Energy above the lowest of the compared OMol25 structures with the same formula, charge and spin ... 51.4 kcal per mole
Highest occupied orbital energy ... -11.358 eV
Maximum force ... 0.0064 Eh/bohr
SMILES ... O.O.O.O.O.O.O

=====

Record 6
Density functional theory data (ωB97M-V/def2-TZVPD) for a cluster of 7 separate species, H14O7 in total.

Atoms and positions in Å:
O (-0.3252, -2.3199, 2.3884)
H (-0.4107, -1.5661, 1.7830)
H (-1.1201, -2.3019, 2.9292)
O (1.0397, 3.0127, -0.4965)
H (0.0923, 2.9377, -0.6473)
H (1.1308, 3.2043, 0.4448)
O (-0.2566, -0.4314, 0.2192)
H (0.3711, -0.2425, -0.5042)
H (-0.9700, 0.2076, 0.1233)
O (-2.8915, 0.4509, 1.6220)
H (-2.2518, 0.7983, 2.2539)
H (-3.1675, 1.2113, 1.0993)
O (0.9786, -0.2178, -2.2946)
H (1.9430, -0.2720, -2.2798)
H (0.6755, -1.0106, -2.7526)
O (-1.5945, -2.4375, -1.3195)
H (-1.1301, -2.1120, -0.5301)
H (-1.7528, -3.3713, -1.1523)
O (3.2054, 1.1066, -0.3936)
H (3.9586, 1.6040, -0.0627)
H (2.4758, 1.7495, -0.4298)

Values from the calculation:
Energy above the lowest of the compared OMol25 structures with the same formula, charge and spin ... 30.6 kcal per mole
Highest occupied orbital energy ... -10.774 eV
Maximum force ... 0.0060 Eh/bohr
SMILES ... O.O.O.O.O.O.O

=====

Record 7
Density functional theory data (ωB97M-V/def2-TZVPD) for a cluster of 7 separate species, H14O7 in total at a distorted geometry.

Atoms and positions in Å:
O (0.0369, -0.9932, -1.6330)
H (-0.0152, -1.6984, -2.2763)
H (0.5316, -0.1543, -1.9276)
O (0.9036, -1.5144, 0.8542)
H (0.6487, -1.7751, -0.0964)
H (1.4583, -0.6807, 0.7054)
O (-1.5415, -1.0388, 1.7113)
H (-0.5191, -1.2634, 1.4608)
H (-1.6994, -1.4653, 2.5552)
O (-2.5878, 0.1216, -0.6513)
H (-2.8430, -0.4243, 0.1077)
H (-1.8284, -0.3906, -1.0533)
O (-0.5863, 1.5727, 0.7950)
H (-1.0440, 1.5270, -0.0180)
H (-1.1204, 1.2046, 1.4621)
O (1.8934, 0.9883, 0.8633)
H (0.8556, 1.3282, 0.9375)
H (2.0094, 0.9106, 1.8164)
O (1.7575, 0.9527, -1.9367)
H (2.0989, 1.2249, -1.1076)
H (2.4613, 0.9456, -2.5885)

Values from the calculation:
Energy above the lowest of the compared OMol25 structures with the same formula, charge and spin ... 25.7 kcal per mole
Highest occupied orbital energy ... -10.718 eV
Maximum force ... 0.0528 Eh/bohr
SMILES ... O.O.O.O.O.O.O

=====

Record 8
Density functional theory data (ωB97M-V/def2-TZVPD) for a cluster of 7 separate species, H14O7 in total at a distorted geometry.

Atoms and positions in Å:
O (-1.3305, -0.3279, 0.0643)
H (-1.1554, -0.7103, 0.9183)
H (-0.5166, -0.5096, -0.4174)
O (2.0904, -1.1474, 2.8934)
H (2.4314, -0.7117, 3.6730)
H (2.1842, -0.4015, 2.2366)
O (1.0202, 0.2204, -1.6280)
H (1.3807, -0.2172, -2.3944)
H (0.1614, 0.5592, -1.8746)
O (-1.2077, 1.6332, -2.7780)
H (-1.9433, 1.6566, -2.1880)
H (-0.6672, 2.3731, -2.5644)
O (-3.6097, 0.5368, -1.5357)
H (-3.0605, 0.6195, -0.7855)
H (-3.3424, -0.2663, -2.0559)
O (-0.5538, -1.3331, 2.3665)
H (-1.0158, -1.9773, 2.8328)
H (0.3579, -1.3527, 2.7386)
O (3.0427, 0.1201, 0.3816)
H (2.3104, 0.2497, -0.2473)
H (3.4235, 0.9865, 0.3639)

Values from the calculation:
Energy above the lowest of the compared OMol25 structures with the same formula, charge and spin ... 23.3 kcal per mole
Highest occupied orbital energy ... -10.913 eV
Maximum force ... 0.0541 Eh/bohr
SMILES ... O.O.O.O.O.O.O

=====

Record 9
Density functional theory data (ωB97M-V/def2-TZVPD) for a cluster of 7 separate species, H14O7 in total at a distorted geometry.

Atoms and positions in Å:
O (0.7528, -2.5934, -1.8814)
H (1.1458, -1.7274, -1.8474)
H (0.7368, -2.9824, -2.7684)
O (0.5358, 0.0786, 1.0216)
H (1.2718, -0.0404, 0.4346)
H (0.5268, 1.0406, 1.1066)
O (-0.9012, 0.8376, -1.2574)
H (-1.6952, 1.1706, -0.9574)
H (-0.3822, 0.4316, -0.5114)
O (-0.0352, 2.7166, 0.9976)
H (-1.0002, 2.7156, 0.9476)
H (0.0698, 2.8026, 1.9016)
O (-2.5282, 1.4166, 1.0156)
H (-2.3952, 0.4486, 0.8856)
H (-3.4672, 1.4536, 1.0846)
O (0.1828, -2.6064, 1.5806)
H (-0.2692, -3.1134, 0.9066)
H (0.3458, -1.7274, 1.2906)
O (2.0738, -0.3824, -1.2114)
H (3.0328, -0.5104, -1.3434)
H (1.9998, 0.5716, -1.3944)

Values from the calculation:
Energy above the lowest of the compared OMol25 structures with the same formula, charge and spin ... 40.3 kcal per mole
Highest occupied orbital energy ... -10.361 eV
Maximum force ... 0.0773 Eh/bohr
SMILES ... O.O.O.O.O.O.O

=====

Record 10
Density functional theory data (ωB97M-V/def2-TZVPD) for a cluster of 7 separate species, H14O7 in total.

Atoms and positions in Å:
O (-0.4330, -1.1707, 2.1190)
H (-1.2459, -1.2025, 2.6358)
H (-0.6398, -0.5710, 1.3933)
O (3.2930, 1.2078, 1.3427)
H (3.2882, 2.1690, 1.4127)
H (2.9070, 0.9101, 2.1742)
O (-0.5047, -1.4083, -1.6320)
H (0.3393, -1.2595, -1.1909)
H (-0.2821, -1.9746, -2.3795)
O (-3.0375, -1.3038, 0.4495)
H (-3.5815, -0.5082, 0.4375)
H (-2.3239, -1.0906, 1.0613)
O (2.0103, 3.0319, -0.9670)
H (2.3404, 2.2638, -1.4467)
H (1.6621, 2.6642, -0.1469)
O (-3.9370, 2.1094, -0.4787)
H (-4.8389, 2.1306, -0.1396)
H (-3.8251, 1.2044, -0.7911)
O (2.7733, -2.5440, -0.9544)
H (2.3567, -2.0038, -0.2735)
H (2.5286, -2.1106, -1.7799)

Values from the calculation:
Energy above the lowest of the compared OMol25 structures with the same formula, charge and spin ... 57.4 kcal per mole
Highest occupied orbital energy ... -11.612 eV
Maximum force ... 0.0085 Eh/bohr
SMILES ... O.O.O.O.O.O.O

=====

Record 11
Density functional theory data (ωB97M-V/def2-TZVPD) for a cluster of 7 separate species, H14O7 in total at a distorted geometry.

Atoms and positions in Å:
O (0.9384, -1.0035, 1.8618)
H (0.3982, -0.9306, 2.6567)
H (0.3813, -0.6377, 1.1654)
O (-4.2833, -0.5996, 0.3650)
H (-3.7173, -0.5239, -0.4114)
H (-3.7015, -0.3804, 1.1016)
O (3.6333, -2.3598, -0.3495)
H (2.9578, -3.0461, -0.3083)
H (4.4343, -2.8339, -0.5996)
O (-0.4132, 0.9809, -0.5013)
H (-0.6407, 0.7614, -1.4118)
H (0.4891, 1.3151, -0.5590)
O (-1.0583, -1.5288, -1.1537)
H (-1.9053, -1.1010, -0.9843)
H (-1.1893, -2.4352, -0.8533)
O (3.4444, 3.0111, 0.0031)
H (4.3999, 2.8941, 0.0508)
H (3.1342, 2.2227, -0.4565)
O (-2.1217, 1.8731, -0.0196)
H (-2.7463, 2.4382, -0.4882)
H (-2.4341, 1.8838, 0.8921)

Values from the calculation:
Energy above the lowest of the compared OMol25 structures with the same formula, charge and spin ... 84.5 kcal per mole
Highest occupied orbital energy ... -9.849 eV
Maximum force ... 0.0821 Eh/bohr
SMILES ... O.O.O.O.O.O.O

=====

Record 12
Density functional theory data (ωB97M-V/def2-TZVPD) for a cluster of 7 separate species, H14O7 in total at a distorted geometry.

Atoms and positions in Å:
O (0.8489, 0.5795, -1.6326)
H (1.1157, 1.0821, -2.4183)
H (1.6606, 0.4261, -1.1201)
O (0.7476, -2.0710, -0.3529)
H (1.1146, -1.8443, -1.2125)
H (1.4350, -1.6461, 0.1828)
O (-1.8646, -1.4083, -1.1383)
H (-1.0834, -1.9935, -1.0487)
H (-1.5274, -0.5886, -0.6643)
O (-1.0098, 2.2162, -0.0751)
H (-0.2744, 1.7845, -0.6180)
H (-1.6278, 2.7550, -0.6174)
O (-2.2168, 0.1172, 1.0134)
H (-2.0621, 0.7375, 0.2548)
H (-2.4440, -0.7913, 0.6386)
O (0.3711, -0.5995, 2.0063)
H (-0.3949, -0.1641, 1.6630)
H (0.2573, -0.5942, 2.9191)
O (2.5007, 0.4956, 0.3948)
H (1.9930, 0.0694, 1.1578)
H (2.4606, 1.4378, 0.6676)

Values from the calculation:
Energy above the lowest of the compared OMol25 structures with the same formula, charge and spin ... 35.4 kcal per mole
Highest occupied orbital energy ... -10.807 eV
Maximum force ... 0.0489 Eh/bohr
SMILES ... O.O.O.O.O.O.O

=====

Computed DFT total energy (eV) in order:
-14559.685; -14559.673; -14559.910; -14558.396; -14559.234; -14560.133; -14560.348; -14560.453; -14559.714; -14558.974; -14557.799; -14559.925